# 1
This record from OMol25 describes one molecule with the formula C3H5NO2S2. The level of theory is the ωB97M-V functional and the def2-TZVPD basis.

The value obtained for the HOMO energy is -9.164 eV. As for the SMILES: OC/C(=N\S)C(O)=S. The electronic energy comes out at -30444.761 eV. For the HOMO-LUMO gap, the calculation gives 8.20 eV. The value obtained for the energy relative to the best compared isomer or geometry (same formula, charge and spin) is 323.0 kJ/mol. The LUMO energy is -0.0353 Eh.

```
13
C3H5NO2S2 | OMol25 | the ωB97M-V functional and the def2-TZVPD basis
O -1.450 -1.556 1.142
C -0.188 -1.299 0.755
C 0.024 -0.034 -0.177
N -0.346 0.221 -1.325
S -1.015 -0.890 -2.232
C 0.696 0.998 0.608
O 0.286 2.294 0.090
S 1.726 0.733 1.874
H -2.028 -1.686 0.302
H 0.577 -1.212 1.478
H 0.280 -2.108 0.081
H -1.143 -0.043 -3.399
H -0.527 2.128 -0.445
```



# 2
This record from OMol25 describes C19H14IN2O6Ti as an isolated structure. The level of theory is the ωB97M-V functional and the def2-TZVPD basis.

The value obtained for the HOMO energy (spin up / spin down) is -3.072 / -5.416 eV. Its charge is -1. The electronic energy comes out at -66417.575 eV. Its spin multiplicity is 3. For the HOMO-LUMO gap (spin up / spin down), the calculation gives 5.40 / 7.74 eV. The value obtained for the energy relative to the best compared isomer or geometry (same formula, charge and spin) is 1.9 kJ/mol. The LUMO energy (spin up / spin down) is 0.0856 / 0.0856 Eh.

```
43
C19H14IN2O6Ti | OMol25 | the ωB97M-V functional and the def2-TZVPD basis
Ti -0.031 -0.106 0.402
O 1.805 -3.812 1.535
C 1.273 -2.567 1.449
O 0.722 -2.210 0.375
C 1.339 -1.723 2.568
C 1.829 -2.025 3.860
C 1.715 -1.081 4.842
C 1.109 0.169 4.567
C 0.659 0.406 3.293
N 0.769 -0.499 2.315
C -0.051 1.654 2.843
O -0.222 2.595 3.601
O -0.456 1.575 1.616
H 1.633 -4.221 0.678
H 2.272 -2.994 4.047
H 2.080 -1.297 5.839
H 0.987 0.937 5.317
N -0.547 1.702 -0.910
C 0.652 2.548 -0.940
C 1.912 1.682 -0.805
O 3.011 2.201 -0.872
O 1.661 0.426 -0.621
H -0.911 1.509 -1.833
H -1.275 2.120 -0.341
H 0.633 3.228 -0.090
H 0.727 3.144 -1.851
I -0.883 -1.335 -2.518
C -2.339 -2.475 -1.517
C -2.912 -3.501 -2.213
C -3.907 -4.287 -1.601
C -4.296 -4.006 -0.323
C -3.710 -2.942 0.404
C -4.136 -2.663 1.723
C -3.581 -1.624 2.410
C -2.571 -0.841 1.812
C -2.070 -1.066 0.544
C -2.684 -2.136 -0.181
H -2.607 -3.709 -3.230
H -4.357 -5.102 -2.153
H -5.067 -4.595 0.161
H -4.910 -3.283 2.163
H -3.908 -1.396 3.419
H -2.169 -0.025 2.404
```



# 3
This record from OMol25 describes a 7-piece molecular cluster, C64H83BrN7O17P2 overall. The level of theory is the ωB97M-V functional and the def2-TZVPD basis.

The value obtained for the HOMO energy is -3.610 eV. Its charge is -1. The electronic energy comes out at -201546.615 eV. For the HOMO-LUMO gap, the calculation gives 3.78 eV. The LUMO energy is 0.0062 Eh.

```
174
C64H83BrN7O17P2 | OMol25 | the ωB97M-V functional and the def2-TZVPD basis
C 0.688 -7.374 2.030
C 0.643 -5.805 1.683
C 1.098 -5.476 0.143
C 0.355 -4.096 -0.253
P 1.246 -3.036 -1.575
Br 2.274 -4.793 -2.703
P 3.087 -2.628 -0.421
N 4.334 -2.673 -1.474
O 0.348 -1.710 -0.840
C 0.643 -0.407 -1.449
C -0.487 0.721 -1.198
C -0.009 1.903 -0.222
O -0.685 1.933 1.062
C -0.150 0.942 1.964
C 1.177 1.447 2.757
O 1.880 0.263 3.210
C 2.982 0.616 4.046
C 2.880 1.488 5.335
C 4.168 1.827 6.162
C 5.592 1.313 5.797
C 6.922 1.631 6.646
C 8.100 0.599 6.256
C 7.437 3.074 6.063
C 6.699 1.854 8.207
C 6.304 0.592 9.094
C 7.449 -0.520 9.298
C 4.956 -0.174 8.680
C 6.012 1.183 10.594
C 5.677 0.438 4.488
C 4.391 0.123 3.639
C 1.000 -0.748 -3.013
C 2.082 0.427 -3.340
C 1.682 1.365 -4.584
C -0.196 -0.745 -4.076
O -1.188 -1.790 -3.865
C -1.151 -2.771 -4.927
O 1.672 -2.046 -2.975
H 0.149 -7.994 1.221
H 1.767 -7.728 2.170
H 0.084 -7.538 3.004
H 1.355 -5.173 2.338
H -0.448 -5.456 1.774
H 0.741 -6.356 -0.500
H 2.237 -5.418 0.171
H -0.727 -4.248 -0.607
H 0.310 -3.459 0.710
H 0.122 -3.418 -2.418
H 3.098 -1.316 0.170
H 3.359 -3.595 0.602
H 4.810 -1.746 -1.486
H 1.532 -0.074 -0.783
H -0.778 1.189 -2.211
H -1.417 0.187 -0.802
H -0.255 2.893 -0.764
H 1.123 1.899 -0.058
H -0.908 0.644 2.784
H 0.086 -0.012 1.375
H 1.770 2.101 2.029
H 0.837 2.133 3.624
H 1.834 1.868 5.627
H 4.002 2.497 7.078
H 7.866 -0.485 6.520
H 9.002 0.902 6.918
H 8.400 0.706 5.151
H 8.518 3.258 6.387
H 7.362 3.038 4.910
H 6.770 3.899 6.485
H 7.672 2.310 8.640
H 5.880 2.653 8.348
H 7.129 -1.443 8.675
H 8.451 -0.122 8.923
H 7.553 -0.903 10.373
H 4.118 0.620 8.668
H 5.013 -0.725 7.674
H 4.682 -0.883 9.551
H 5.059 1.815 10.631
H 6.905 1.891 10.806
H 6.043 0.362 11.385
H 6.644 -0.002 4.084
H 4.516 -0.499 2.683
H 3.132 0.016 -3.539
H 2.176 1.130 -2.424
H 1.875 0.787 -5.548
H 0.641 1.834 -4.514
H 2.428 2.253 -4.571
H 0.232 -0.911 -5.132
H -0.780 0.246 -4.128
H -1.685 -3.751 -4.626
H -0.078 -3.073 -5.210
H -1.662 -2.416 -5.894
C -6.416 -4.969 -1.937
C -6.548 -5.854 -0.871
C -5.418 -6.440 -0.308
C -4.160 -6.127 -0.819
C -4.022 -5.248 -1.891
C -5.156 -4.669 -2.449
N -2.965 -6.720 -0.215
O -3.121 -7.503 0.715
O -1.882 -6.394 -0.672
H -7.299 -4.508 -2.370
H -7.532 -6.085 -0.477
H -5.535 -7.128 0.523
H -3.045 -5.003 -2.297
H -5.060 -3.980 -3.282
C 1.729 2.226 -11.780
C 0.936 1.172 -11.337
C 0.575 1.086 -9.997
C 1.012 2.066 -9.107
C 1.813 3.120 -9.542
C 2.171 3.196 -10.884
N 0.613 1.994 -7.699
O -0.074 1.045 -7.351
O 0.988 2.888 -6.955
H 2.005 2.293 -12.828
H 0.595 0.418 -12.039
H -0.044 0.260 -9.665
H 2.161 3.883 -8.855
H 2.792 4.014 -11.234
C -9.801 0.782 0.102
C -10.416 -0.458 0.251
C -10.113 -1.496 -0.625
C -9.188 -1.280 -1.645
C -8.575 -0.039 -1.804
C -8.886 0.993 -0.926
N -8.846 -2.376 -2.554
O -9.421 -3.450 -2.395
O -8.006 -2.161 -3.417
H -10.036 1.588 0.790
H -11.129 -0.617 1.052
H -10.598 -2.457 -0.498
H -7.858 0.138 -2.599
H -8.413 1.963 -1.039
C 2.757 6.284 0.731
C 2.705 4.899 0.855
C 3.189 4.090 -0.167
C 3.730 4.679 -1.309
C 3.779 6.065 -1.442
C 3.289 6.867 -0.417
N 4.264 3.829 -2.376
O 4.185 2.619 -2.230
O 4.761 4.379 -3.350
H 2.383 6.913 1.533
H 2.288 4.451 1.751
H 3.143 3.011 -0.058
H 4.193 6.531 -2.330
H 3.325 7.948 -0.509
C -6.675 -2.709 -7.347
C -6.363 -2.069 -8.543
C -6.869 -0.801 -8.807
C -7.685 -0.180 -7.861
C -8.006 -0.820 -6.665
C -7.498 -2.089 -6.412
N -8.200 1.166 -8.123
O -7.913 1.688 -9.191
O -8.886 1.692 -7.258
H -6.273 -3.697 -7.142
H -5.722 -2.558 -9.269
H -6.619 -0.312 -9.742
H -8.644 -0.346 -5.927
H -7.739 -2.593 -5.484
C -3.236 3.984 7.292
C -2.099 3.641 8.018
C -0.836 3.832 7.467
C -0.724 4.373 6.187
C -1.858 4.712 5.452
C -3.117 4.515 6.010
N 0.604 4.600 5.613
O 1.577 4.272 6.279
O 0.666 5.106 4.502
H -4.220 3.839 7.727
H -2.198 3.226 9.016
H 0.042 3.560 8.043
H -1.779 5.129 4.454
H -4.006 4.778 5.448
```



# 4
This record from OMol25 describes C5H7N as an isolated structure. The level of theory is the ωB97M-V functional and the def2-TZVPD basis.

The value obtained for the HOMO energy is -7.751 eV. The electronic energy comes out at -6784.917 eV. For the HOMO-LUMO gap, the calculation gives 8.34 eV. The value obtained for the energy relative to the best compared isomer or geometry (same formula, charge and spin) is 346.9 kJ/mol. The LUMO energy is 0.0217 Eh.

```
13
C5H7N | OMol25 | the ωB97M-V functional and the def2-TZVPD basis
C 0.221 0.517 1.785
C -0.010 0.149 0.482
C -0.694 -0.945 -0.079
C -0.576 -0.970 -1.436
C 0.460 0.746 -0.753
H -0.755 0.984 2.617
H 0.623 -0.293 2.580
H 0.995 1.489 1.910
H -1.107 -2.007 0.438
H -0.925 -1.849 -2.065
H 0.462 0.539 -2.878
H 1.190 1.520 -0.816
N 0.117 0.120 -1.787
```



# 5
This record from OMol25 describes C3Li2NaO3 as an isolated structure. The level of theory is the ωB97M-V functional and the def2-TZVPD basis.

The value obtained for the HOMO energy (spin up / spin down) is -3.396 / -6.828 eV. The electronic energy comes out at -14077.833 eV. Its spin multiplicity is 2. For the HOMO-LUMO gap (spin up / spin down), the calculation gives 2.49 / 5.91 eV. The LUMO energy (spin up / spin down) is -0.0332 / -0.0339 Eh.

```
9
C3Li2NaO3 | OMol25 | the ωB97M-V functional and the def2-TZVPD basis
O 2.062 0.296 0.034
C 1.182 1.046 -0.128
O 0.481 1.975 -0.009
Li -1.537 2.191 0.015
Na 1.643 -2.249 -0.002
C -0.521 -1.067 -0.411
C -1.492 -0.429 0.047
O -2.370 0.478 0.264
Li -4.200 0.438 0.320
```



# 6
This record from OMol25 describes a 2-piece molecular cluster, C4H5N5O2 overall. The level of theory is the ωB97M-V functional and the def2-TZVPD basis.

The value obtained for the HOMO energy is -9.538 eV. As for the SMILES: c1c[nH]nn1.Oc1ncon1. The electronic energy comes out at -15771.966 eV. For the HOMO-LUMO gap, the calculation gives 10.16 eV. The value obtained for the energy relative to the best compared isomer or geometry (same formula, charge and spin) is 68.7 kJ/mol. The LUMO energy is 0.0227 Eh.

```
16
C4H5N5O2 | OMol25 | the ωB97M-V functional and the def2-TZVPD basis
C -2.151 -1.050 0.116
C -2.046 0.037 0.913
N -2.608 1.042 0.154
N -2.890 0.604 -1.077
N -2.644 -0.660 -1.108
H -1.977 -2.095 0.333
H -1.776 0.183 1.938
H -2.667 2.053 0.356
O 2.283 2.006 -0.268
C 2.127 0.672 -0.196
N 3.194 -0.192 -0.416
C 2.606 -1.322 -0.272
O 1.312 -1.256 -0.006
N 0.983 0.078 0.015
H 3.217 2.209 -0.163
H 3.036 -2.310 -0.319
```



# 7
This record from OMol25 describes C14H14LaN2O3S as an isolated structure. The level of theory is the ωB97M-V functional and the def2-TZVPD basis.

The value obtained for the HOMO energy (spin up / spin down) is -2.094 / -2.176 eV. Its charge is -1. The electronic energy comes out at -35557.315 eV. For the HOMO-LUMO gap (spin up / spin down), the calculation gives 4.26 / 4.35 eV. The LUMO energy (spin up / spin down) is 0.0797 / 0.0800 Eh.

```
35
C14H14LaN2O3S | OMol25 | the ωB97M-V functional and the def2-TZVPD basis
C -0.257 1.205 -3.789
C 1.163 1.386 -3.675
C 1.402 2.185 -2.511
C 0.143 2.481 -1.899
C -0.881 1.882 -2.700
La 0.165 -0.538 -1.595
N -2.189 -0.727 -2.530
C 0.419 -2.697 -2.118
C 1.420 -2.489 -2.965
H 2.365 2.586 -2.187
H 1.908 1.047 -4.399
H -0.021 3.107 -1.021
H -1.950 1.923 -2.494
H -0.773 0.648 -4.568
H 1.188 -2.239 -4.081
H 0.092 -2.803 -1.110
H -2.498 -1.762 -2.822
H 2.448 -2.874 -2.727
H -0.463 -3.211 -2.911
O 0.941 -1.580 0.654
C 0.297 -0.693 1.323
N -0.319 0.324 0.640
S -0.970 1.533 1.620
O -0.134 2.734 1.492
O -2.369 1.622 1.442
C -0.537 0.620 3.062
C -0.802 0.997 4.378
C -0.402 0.134 5.406
C 0.261 -1.074 5.101
C 0.526 -1.426 3.779
C 0.113 -0.560 2.753
H -1.304 1.943 4.574
H -0.597 0.395 6.447
H 0.569 -1.729 5.919
H 1.045 -2.347 3.511
```



Repeat the fifth record exactly.
This record from OMol25 describes C3Li2NaO3 as an isolated structure. The level of theory is the ωB97M-V functional and the def2-TZVPD basis.

The value obtained for the HOMO energy (spin up / spin down) is -3.396 / -6.828 eV. The electronic energy comes out at -14077.833 eV. Its spin multiplicity is 2. For the HOMO-LUMO gap (spin up / spin down), the calculation gives 2.49 / 5.91 eV. The LUMO energy (spin up / spin down) is -0.0332 / -0.0339 Eh.

```
9
C3Li2NaO3 | OMol25 | the ωB97M-V functional and the def2-TZVPD basis
O 2.062 0.296 0.034
C 1.182 1.046 -0.128
O 0.481 1.975 -0.009
Li -1.537 2.191 0.015
Na 1.643 -2.249 -0.002
C -0.521 -1.067 -0.411
C -1.492 -0.429 0.047
O -2.370 0.478 0.264
Li -4.200 0.438 0.320
```



Please write out number 5 again, unchanged.
This record from OMol25 describes C3Li2NaO3 as an isolated structure. The level of theory is the ωB97M-V functional and the def2-TZVPD basis.

The value obtained for the HOMO energy (spin up / spin down) is -3.396 / -6.828 eV. The electronic energy comes out at -14077.833 eV. Its spin multiplicity is 2. For the HOMO-LUMO gap (spin up / spin down), the calculation gives 2.49 / 5.91 eV. The LUMO energy (spin up / spin down) is -0.0332 / -0.0339 Eh.

```
9
C3Li2NaO3 | OMol25 | the ωB97M-V functional and the def2-TZVPD basis
O 2.062 0.296 0.034
C 1.182 1.046 -0.128
O 0.481 1.975 -0.009
Li -1.537 2.191 0.015
Na 1.643 -2.249 -0.002
C -0.521 -1.067 -0.411
C -1.492 -0.429 0.047
O -2.370 0.478 0.264
Li -4.200 0.438 0.320
```



What is the electronic energy in the seventh record? -35557.315 eV